{"formula": "C2H3N3S", "method": "ωB97M-V/def2-TZVPD", "e_above_lowest_kj_mol": 485.0, "e_tot_ha": -640.27500, "orbital_gap_ev": 7.9, "e_homo_ev": -8.5, "symbols": ["S", "N", "N", "N", "C", "C", "H", "H", "H"], "xyz": [[1.58, 0.26, 0.96], [-2.18, 0.51, -0.24], [1.14, -2.25, -0.48], [-1.11, 0.10, -0.11], [1.02, -1.15, -0.01], [0.10, -0.06, -0.08], [-1.11, 2.55, -0.20], [1.87, -3.01, -0.19], [-1.31, 3.05, 0.35]]}

{"formula": "C5H9NO2", "method": "ωB97M-V/def2-TZVPD", "e_above_lowest_kj_mol": 248.9, "e_tot_ha": -401.08196, "orbital_gap_ev": 10.2, "e_homo_ev": -9.4, "symbols": ["O", "O", "N", "C", "C", "C", "C", "C", "H", "H", "H", "H", "H", "H", "H", "H", "H"], "xyz": [[-1.97, -0.61, -1.56], [1.48, 2.48, 0.95], [-0.02, 0.57, 1.87], [-1.26, -1.56, -1.42], [-0.35, -1.58, -0.29], [0.87, 2.06, -0.03], [0.03, 0.89, 0.42], [0.50, -0.32, -0.39], [-1.00, 1.22, 0.14], [1.55, -0.64, -0.13], [-1.11, -1.43, 0.60], [0.05, 1.35, 2.47], [0.65, -0.05, -1.49], [0.87, 2.48, -0.97], [0.27, -2.46, -0.05], [-1.26, -2.37, -2.22], [0.70, -0.05, 2.10]]}

{"formula": "C4H9O3", "method": "ωB97M-V/def2-TZVPD", "total_charge": -1, "e_above_lowest_kj_mol": 47.0, "e_tot_ha": -383.58864, "orbital_gap_ev": 8.2, "e_homo_ev": -4.2, "symbols": ["O", "O", "O", "C", "C", "C", "C", "H", "H", "H", "H", "H", "H", "H", "H", "H"], "xyz": [[-1.91, 1.71, -2.11], [0.28, -0.31, 0.99], [-1.71, -0.04, -0.74], [-1.68, 1.20, -1.01], [1.24, -0.74, 0.09], [1.61, -2.20, 0.28], [-1.40, 2.14, 0.17], [0.88, -2.90, -0.13], [2.18, -0.17, 0.20], [-0.60, -0.49, 0.59], [0.92, -0.59, -0.95], [-0.35, 2.40, 0.33], [2.60, -2.44, -0.13], [1.59, -2.43, 1.35], [-1.82, 1.73, 1.09], [-1.82, 3.14, -0.01]]}

{"formula": "C2H4BFO", "method": "ωB97M-V/def2-TZVPD", "e_above_lowest_kj_mol": 40.4, "e_tot_ha": -278.53468, "orbital_gap_ev": 10.7, "e_homo_ev": -10.1, "symbols": ["F", "O", "C", "C", "B", "H", "H", "H", "H"], "xyz": [[1.95, 0.03, -0.15], [-2.38, -0.40, -0.43], [-1.55, 0.32, -0.07], [-0.45, 0.94, 0.25], [0.99, -0.81, -0.04], [0.84, -1.24, 1.00], [0.08, 1.25, -0.63], [0.61, -1.28, -1.08], [-0.09, 1.18, 1.16]]}

{"formula": "C5H6N2O", "method": "ωB97M-V/def2-TZVPD", "e_above_lowest_kj_mol": 242.4, "e_tot_ha": -378.77863, "orbital_gap_ev": 9.6, "e_homo_ev": -8.6, "symbols": ["O", "N", "N", "C", "C", "C", "C", "C", "H", "H", "H", "H", "H", "H"], "xyz": [[-0.36, -0.25, 1.09], [2.57, -0.73, -0.51], [-1.32, 1.83, 1.05], [-1.34, 1.44, -0.26], [-0.54, 0.10, -0.24], [3.10, -1.66, -0.21], [-0.91, 0.86, 1.72], [-0.23, -0.78, -1.15], [-0.93, 0.66, 2.77], [-0.34, -0.69, -2.19], [-1.11, 2.31, -0.88], [0.19, -1.69, -0.76], [3.54, -2.53, 0.06], [-2.33, 1.13, -0.51]]}

{"formula": "C2H2ClN", "method": "ωB97M-V/def2-TZVPD", "e_above_lowest_kj_mol": 396.7, "e_tot_ha": -592.17749, "orbital_gap_ev": 8.1, "e_homo_ev": -7.7, "symbols": ["Cl", "N", "C", "C", "H", "H"], "xyz": [[-1.26, 0.78, 1.21], [0.73, -0.88, 0.35], [0.22, 0.51, 0.51], [0.13, -0.96, -0.76], [0.71, 1.41, 0.31], [-0.53, -0.86, -1.62]]}